1.
98
Properties=species:S:1:pos:R:3:lowdin_charge:R:1 method="wB97M-V/def2-TZVPD" total_energy_ha=-1829.84764 smiles="COC(=O)OCCCCl.CCCCCC.CCCCCC.CCCCCC.CCCCCC"
C 3.2561 0.4781 -1.0644 -0.035
O 2.8312 1.2009 -2.2254 -0.038
C 3.0366 0.5321 -3.3949 -0.638
O 2.2037 -0.1260 -3.8297 0.199
O 4.1788 0.6711 -4.0642 0.072
C 5.2189 1.4050 -3.3985 -0.187
C 4.9644 2.9239 -3.3737 -0.219
C 5.4696 3.5175 -2.0732 -0.549
Cl 7.1668 3.0319 -1.7111 0.573
H 3.0379 -0.5841 -1.1386 0.105
H 2.7089 0.8971 -0.2268 0.096
H 4.3094 0.6345 -0.8347 0.078
H 6.1057 1.2679 -4.0078 0.124
H 5.4732 1.0129 -2.4215 0.085
H 5.3747 3.4171 -4.2505 0.116
H 3.8911 3.1022 -3.3990 0.116
H 5.4720 4.6009 -2.0715 0.071
H 4.8018 3.2131 -1.2719 0.069
C 5.8898 3.1310 2.6021 -0.108
C 5.5782 4.5499 2.1358 -0.267
C 6.7936 5.2732 1.5549 -0.233
C 7.9466 5.4929 2.5356 -0.227
C 7.5815 6.2707 3.7996 -0.271
C 7.1056 7.6925 3.5177 -0.113
H 6.6275 3.1226 3.4057 0.066
H 4.9876 2.6467 2.9806 0.068
H 6.2759 2.5277 1.7768 0.067
H 5.1506 5.1245 2.9619 0.099
H 4.8041 4.5022 1.3635 0.096
H 6.4681 6.2375 1.1526 0.102
H 7.1688 4.7021 0.7008 0.071
H 8.7491 6.0224 2.0122 0.110
H 8.3670 4.5259 2.8263 0.101
H 8.4644 6.3184 4.4428 0.104
H 6.8181 5.7343 4.3701 0.098
H 7.8743 8.2613 2.9902 0.075
H 6.8837 8.2131 4.4507 0.069
H 6.1975 7.7023 2.9128 0.064
C -0.7346 -2.0186 2.4311 -0.109
C -0.7623 -0.8761 1.4203 -0.266
C -1.8624 -1.0266 0.3700 -0.235
C -1.7360 -2.2599 -0.5247 -0.227
C -0.4223 -2.3658 -1.2972 -0.258
C -0.2004 -1.2169 -2.2783 -0.100
H -0.5314 -2.9775 1.9513 0.063
H 0.0467 -1.8520 3.1748 0.068
H -1.6887 -2.0944 2.9571 0.074
H 0.2152 -0.7872 0.9372 0.091
H -0.9251 0.0626 1.9576 0.104
H -1.8803 -0.1258 -0.2506 0.095
H -2.8336 -1.0627 0.8756 0.108
H -2.5678 -2.2569 -1.2377 0.102
H -1.8643 -3.1636 0.0799 0.087
H -0.4251 -3.3064 -1.8556 0.102
H 0.4228 -2.4256 -0.6038 0.096
H -1.0116 -1.1713 -3.0092 0.082
H 0.7277 -1.3522 -2.8179 0.042
H -0.1453 -0.2532 -1.7672 0.071
C -5.4279 -7.6146 2.7653 -0.113
C -4.3790 -6.5495 2.4611 -0.270
C -4.6165 -5.8297 1.1333 -0.229
C -4.5522 -6.7243 -0.1063 -0.228
C -3.2389 -7.4849 -0.2866 -0.269
C -2.0349 -6.5667 -0.4666 -0.113
H -5.4273 -8.4080 2.0162 0.065
H -5.2314 -8.0781 3.7335 0.068
H -6.4277 -7.1765 2.7989 0.074
H -3.3822 -6.9987 2.4775 0.098
H -4.3925 -5.8059 3.2627 0.103
H -3.8867 -5.0199 1.0376 0.092
H -5.5985 -5.3467 1.1624 0.109
H -4.7264 -6.1023 -0.9903 0.109
H -5.3755 -7.4441 -0.0807 0.100
H -3.3279 -8.1245 -1.1689 0.104
H -3.0662 -8.1562 0.5593 0.098
H -2.1690 -5.9200 -1.3367 0.073
H -1.1263 -7.1518 -0.6184 0.070
H -1.8768 -5.9344 0.4091 0.059
C -5.6471 3.8697 -1.9504 -0.113
C -6.6816 2.7488 -1.9274 -0.271
C -6.6163 1.8930 -0.6621 -0.230
C -5.3009 1.1379 -0.4623 -0.229
C -4.9123 0.2021 -1.6056 -0.263
C -5.9149 -0.9260 -1.8290 -0.106
H -4.6282 3.4798 -1.9319 0.065
H -5.7527 4.4677 -2.8571 0.068
H -5.7751 4.5338 -1.0928 0.074
H -6.5665 2.1230 -2.8164 0.098
H -7.6793 3.1917 -1.9921 0.103
H -7.4473 1.1819 -0.6761 0.100
H -6.7848 2.5342 0.2090 0.109
H -5.3725 0.5567 0.4631 0.108
H -4.4895 1.8544 -0.3027 0.101
H -3.9387 -0.2376 -1.3761 0.073
H -4.7807 0.7655 -2.5337 0.103
H -6.0238 -1.5324 -0.9267 0.074
H -5.5792 -1.5809 -2.6350 0.069
H -6.8990 -0.5441 -2.1054 0.065

=====

2.
105
Properties=species:S:1:pos:R:3:lowdin_charge:R:1 method="wB97M-V/def2-TZVPD" total_energy_ha=-2464.94395 smiles="O=C(CCF)O[C@H](S)N=C=S.CCN(CC)CC.CCN(CC)CC.CCN(CC)CC.CCN(CC)CC"
O 4.3059 -4.7090 -5.7892 0.164
C 3.8009 -4.9807 -6.8375 -0.454
C 4.5840 -5.0510 -8.1110 -0.070
C 5.4952 -3.8341 -8.2622 -0.189
F 4.9595 -2.7342 -7.6546 -0.030
O 2.4524 -5.3221 -6.8623 -0.029
C 1.5810 -4.4072 -7.4604 -0.630
S 1.3396 -4.7504 -9.2546 0.797
N 1.9683 -3.0086 -7.1800 0.068
C 1.7468 -2.1844 -8.0602 -0.826
S 1.8704 -1.1192 -9.1784 0.790
H 5.2357 -5.9101 -8.0357 0.132
H 3.9670 -5.1807 -8.9835 0.067
H 5.6036 -3.5792 -9.3061 0.118
H 6.4698 -4.0525 -7.8558 0.117
H 0.6280 -4.5754 -6.9936 0.112
H 0.6713 -5.9057 -9.1387 -0.120
C 4.5356 -4.1497 0.0675 -0.086
C 4.0107 -3.8090 -1.3197 -0.268
N 3.0776 -2.7003 -1.3181 -0.197
C 2.3506 -2.5575 -2.5680 -0.251
C 3.1447 -2.2133 -3.8325 -0.078
C 3.5575 -1.4679 -0.7223 -0.254
C 4.8328 -0.8361 -1.2965 -0.079
H 3.7129 -4.3215 0.7633 0.063
H 5.1341 -5.0603 0.0219 0.073
H 5.1728 -3.3626 0.4732 0.066
H 3.4914 -4.6876 -1.7100 0.119
H 4.8680 -3.6347 -1.9888 0.104
H 1.5621 -1.8118 -2.4277 0.109
H 1.8221 -3.5002 -2.7469 0.109
H 3.4649 -1.1714 -3.8341 0.059
H 2.5140 -2.3548 -4.7096 0.049
H 4.0173 -2.8516 -3.9611 0.058
H 3.7238 -1.6518 0.3438 0.090
H 2.7479 -0.7340 -0.7505 0.112
H 5.6232 -1.5711 -1.4519 0.067
H 5.2147 -0.0886 -0.5974 0.071
H 4.6468 -0.3242 -2.2388 0.055
C 1.5926 -0.4702 4.3898 -0.090
C 1.3449 -1.1714 3.0622 -0.275
N 0.6234 -2.4199 3.2018 -0.196
C 0.6429 -3.2318 1.9972 -0.241
C -0.0452 -2.6830 0.7438 -0.081
C -0.6482 -2.3369 3.8945 -0.245
C -1.7089 -1.3809 3.3335 -0.087
H 2.0863 -1.1393 5.0956 0.079
H 2.2394 0.3946 4.2352 0.069
H 0.6693 -0.1077 4.8440 0.063
H 2.3151 -1.3911 2.6089 0.110
H 0.8383 -0.4675 2.3814 0.101
H 0.2232 -4.2139 2.2322 0.112
H 1.6918 -3.4212 1.7484 0.093
H -1.1314 -2.7300 0.8185 0.055
H 0.2448 -3.2872 -0.1180 0.064
H 0.2505 -1.6554 0.5303 0.063
H -0.4499 -2.0487 4.9307 0.101
H -1.0702 -3.3420 3.9674 0.114
H -1.2948 -0.4042 3.0801 0.063
H -2.4852 -1.2201 4.0858 0.066
H -2.2022 -1.7886 2.4523 0.056
C -3.5726 1.9929 3.3688 -0.089
C -4.9742 2.4750 3.0328 -0.271
N -5.6504 1.6223 2.0759 -0.199
C -6.8559 2.2139 1.5249 -0.252
C -8.0260 2.4929 2.4766 -0.087
C -5.7364 0.2188 2.4364 -0.244
C -6.4174 -0.1458 3.7625 -0.080
H -2.9779 1.8603 2.4632 0.078
H -3.0678 2.7291 3.9963 0.070
H -3.5815 1.0509 3.9181 0.051
H -4.8952 3.4771 2.6032 0.115
H -5.5419 2.5865 3.9708 0.103
H -7.2084 1.5823 0.7051 0.110
H -6.5689 3.1597 1.0542 0.108
H -8.5415 1.5793 2.7688 0.054
H -8.7599 3.1263 1.9740 0.069
H -7.7067 3.0187 3.3766 0.066
H -4.7203 -0.1856 2.4575 0.091
H -6.2274 -0.3169 1.6206 0.115
H -6.0832 0.4865 4.5859 0.066
H -6.1739 -1.1778 4.0243 0.071
H -7.5024 -0.0830 3.6966 0.053
C 0.2061 4.3417 3.6965 -0.087
C -0.3599 4.7235 2.3370 -0.277
N -1.2835 5.8381 2.3883 -0.200
C -2.0478 6.0105 1.1658 -0.252
C -1.2901 6.3751 -0.1168 -0.085
C -0.7709 7.0527 2.9953 -0.248
C 0.4928 7.6823 2.3935 -0.082
H -0.5961 4.1577 4.4127 0.073
H 0.7930 3.4265 3.6074 0.068
H 0.8649 5.1089 4.1052 0.065
H -0.8934 3.8521 1.9481 0.111
H 0.4798 4.9060 1.6471 0.102
H -2.8234 6.7600 1.3451 0.111
H -2.5892 5.0759 0.9856 0.105
H -0.9570 7.4118 -0.1137 0.055
H -1.9530 6.2556 -0.9763 0.070
H -0.4271 5.7297 -0.2813 0.066
H -0.5737 6.8439 4.0503 0.101
H -1.5716 7.7956 3.0084 0.114
H 1.2696 6.9425 2.1974 0.066
H 0.9056 8.4103 3.0951 0.071
H 0.2831 8.2169 1.4686 0.053

=====

3.
110
Properties=species:S:1:pos:R:3:lowdin_spin:R:1 method="wB97M-V/def2-TZVPD" total_energy_ha=-5760.68722 multiplicity=4 s2=3.76
Pt 0.4093 0.3398 -0.8965 1.419
C 2.5769 -1.0657 3.7209 0.000
C 1.2054 -0.3977 3.6460 0.000
C 0.3136 -0.8822 4.7835 0.000
C 1.3807 1.1129 3.7077 0.000
O 0.5568 -0.6611 2.3798 0.008
Si 0.0464 -2.0557 1.6954 0.045
S -0.5153 -1.7235 -0.3160 0.337
O -1.1497 -2.7591 2.5450 0.011
C -2.5816 -2.8337 2.5739 0.001
C -3.0205 -3.9609 1.6490 0.003
C -3.2056 -1.5126 2.1450 0.002
C -2.9516 -3.1462 4.0186 0.000
O 1.3422 -3.0650 1.7479 0.007
C 1.4778 -4.4915 1.6783 0.001
C 2.9527 -4.7478 1.4017 0.000
C 1.0763 -5.0966 3.0193 0.000
C 0.6274 -5.0513 0.5442 0.004
H 3.0926 -0.7251 4.6220 0.000
H 3.1813 -0.7820 2.8571 0.000
H 2.4957 -2.1500 3.7507 0.000
H 0.7759 -0.6602 5.7480 0.000
H 0.1510 -1.9597 4.7171 0.000
H -0.6585 -0.3857 4.7389 0.000
H 1.7875 1.4124 4.6756 0.000
H 0.4202 1.6060 3.5689 0.000
H 2.0583 1.4445 2.9190 0.000
H -2.7160 -3.7454 0.6226 0.004
H -4.1071 -4.0687 1.6683 0.000
H -2.5723 -4.9070 1.9601 0.000
H -3.0390 -1.3169 1.0867 0.002
H -2.7753 -0.6916 2.7222 0.000
H -4.2821 -1.5365 2.3316 0.000
H -2.3785 -4.0051 4.3727 0.000
H -4.0155 -3.3768 4.1010 0.000
H -2.7309 -2.2925 4.6622 0.000
H 3.5651 -4.2619 2.1642 0.000
H 3.2250 -4.3506 0.4216 0.000
H 3.1684 -5.8175 1.4116 0.000
H 1.7503 -4.7545 3.8082 0.000
H 1.1246 -6.1869 2.9743 0.000
H 0.0605 -4.7997 3.2768 0.000
H 0.8468 -4.5269 -0.3873 0.002
H -0.4355 -4.9326 0.7621 0.001
H 0.8298 -6.1158 0.4074 0.000
C -2.2492 1.5685 -4.0654 0.001
Si -2.7851 2.0392 -2.3276 0.054
C -3.7683 0.6248 -1.5815 0.001
C -3.9001 3.5526 -2.4869 0.018
Ge -0.8648 2.4591 -0.9574 0.292
Si 0.5958 3.9973 -2.0657 0.059
C 0.8275 3.5787 -3.8794 0.000
C 2.2631 3.9564 -1.1964 0.003
C -0.1330 5.7340 -1.9753 0.021
Si -1.5458 3.4364 1.1117 0.050
C -2.0950 2.1179 2.3362 0.003
C -3.0001 4.5944 0.8174 0.016
C -0.1633 4.4518 1.8861 0.002
H -3.0884 1.1188 -4.6058 0.000
H -1.4282 0.8484 -4.0492 0.001
H -1.9144 2.4432 -4.6277 0.000
H -4.6296 0.3676 -2.2058 0.000
H -4.1378 0.8860 -0.5855 0.000
H -3.1389 -0.2632 -1.4777 0.000
H -4.4494 3.4712 -3.4305 0.003
H -3.3483 4.4948 -2.5070 0.001
H -4.6301 3.6091 -1.6777 0.000
H 0.9854 2.5147 -4.0529 0.000
H 1.7048 4.1142 -4.2566 0.000
H -0.0361 3.9008 -4.4677 0.000
H 2.5809 2.9186 -1.0623 0.002
H 2.2086 4.4177 -0.2062 0.000
H 3.0293 4.4786 -1.7769 0.000
H -1.1575 5.7473 -2.3585 0.000
H 0.4576 6.4173 -2.5942 0.003
H -0.1505 6.1318 -0.9590 0.000
H -3.1458 1.8628 2.1747 0.000
H -1.9941 2.4802 3.3645 0.000
H -1.5061 1.2039 2.2336 0.002
H -3.9079 4.0320 0.5881 0.000
H -2.8226 5.2973 0.0009 0.000
H -3.1857 5.1759 1.7263 0.003
H 0.6360 3.8154 2.2735 0.000
H -0.5737 5.0268 2.7224 0.000
H 0.2842 5.1573 1.1840 0.000
C 0.4884 -0.0789 -7.6098 -0.001
C 0.2300 -0.6228 -6.2375 0.001
C -0.8053 -1.5160 -5.9838 0.013
C -0.9746 -1.9212 -4.6740 -0.001
N -0.1975 -1.4954 -3.6820 0.022
C 0.7647 -0.6376 -4.0226 0.041
S 1.8283 -0.0325 -2.7511 0.361
N 1.0155 -0.1846 -5.2531 0.024
H 0.2432 -0.8090 -8.3812 0.000
H 1.5296 0.2219 -7.7006 0.000
H -0.1327 0.8051 -7.7741 0.000
H -1.4502 -1.8738 -6.7745 0.001
H -1.7636 -2.6149 -4.4003 0.000
C 5.1134 0.6467 0.3504 0.001
N 4.3404 -0.5853 0.3777 0.006
C 5.0460 -1.8627 0.4173 0.001
C 3.0209 -0.5737 0.2790 0.014
O 2.3450 0.4748 0.2400 0.130
H 5.8333 0.6098 -0.4681 0.000
H 5.6474 0.7780 1.2927 0.000
H 4.4391 1.4836 0.1980 0.000
H 6.0812 -1.6781 0.6922 0.000
H 5.0263 -2.3513 -0.5580 0.000
H 4.6048 -2.5208 1.1635 0.000
H 2.5392 -1.5562 0.2696 0.001

=====

4.
112
Properties=species:S:1:pos:R:3:lowdin_charge:R:1 method="wB97M-V/def2-TZVPD" total_charge=+1 total_energy_ha=-2307.24013
O -1.9759 -7.2738 1.9670 0.087
N -2.0624 -6.1342 2.3944 -0.039
O -2.1441 -5.2199 1.4161 -0.100
C -3.4915 -4.6664 1.2540 -0.105
N -4.5042 -5.0725 2.2952 -0.100
C -5.6253 -4.0129 2.2380 -0.118
C -7.0993 -4.6806 1.8212 -0.132
C -6.4777 -5.8405 0.7887 -0.120
C -5.2469 -6.3349 1.8082 -0.102
H -3.8752 -5.0245 0.1818 0.180
H -3.3570 -3.4862 1.1392 0.180
H -4.2627 -5.0196 3.3203 0.203
H -5.8108 -3.7615 3.3826 0.155
H -5.4339 -3.0378 1.6209 0.156
H -7.5740 -5.2401 2.7613 0.131
H -7.8015 -3.8740 1.3263 0.141
H -6.0840 -5.1324 -0.0869 0.128
H -7.1917 -6.7090 0.4498 0.142
H -4.5271 -7.1635 1.3472 0.159
H -5.8493 -6.6576 2.7584 0.151
C -5.9592 -0.7230 6.2423 -0.112
O -6.7252 -1.9048 6.4125 -0.225
C -6.4252 -2.6027 7.6186 -0.187
C -7.7049 -3.0733 8.3244 -0.168
O -8.5080 -2.0284 8.8887 -0.119
C -9.1461 -1.1297 7.9718 -0.165
C -10.2395 -1.7530 7.0964 -0.179
O -9.6810 -2.6471 6.1337 -0.216
C -10.3973 -3.8674 6.0137 -0.111
H -4.9649 -0.9744 5.8656 0.081
H -6.4684 -0.0909 5.5077 0.091
H -5.8827 -0.1511 7.1726 0.092
H -5.8418 -1.9792 8.3074 0.126
H -5.8234 -3.4740 7.3472 0.116
H -7.4044 -3.7008 9.1749 0.131
H -8.3004 -3.7131 7.6802 0.102
H -8.4052 -0.6002 7.3730 0.107
H -9.6220 -0.3662 8.5976 0.131
H -10.7584 -0.9627 6.5438 0.127
H -10.9621 -2.2550 7.7364 0.122
H -10.6956 -4.2604 6.9920 0.091
H -9.7419 -4.6012 5.5389 0.078
H -11.2778 -3.7162 5.3902 0.087
C 1.5868 -6.0105 1.3730 -0.118
O 2.5001 -5.1632 0.6945 -0.202
C 3.2302 -5.8286 -0.3332 -0.179
C 3.3055 -4.9747 -1.6069 -0.162
O 2.0651 -4.8172 -2.3082 -0.123
C 1.0411 -4.0533 -1.6576 -0.174
C 1.3471 -2.5612 -1.4830 -0.184
O 2.3817 -2.3570 -0.5207 -0.204
C 3.3518 -1.4032 -0.9279 -0.097
H 2.1166 -6.6089 2.1180 0.092
H 0.8514 -5.3791 1.8818 0.073
H 1.0414 -6.6582 0.6792 0.083
H 2.7835 -6.8006 -0.5764 0.123
H 4.2414 -5.9982 0.0460 0.127
H 3.9753 -5.4867 -2.3118 0.132
H 3.7636 -4.0100 -1.4108 0.106
H 0.7548 -4.5178 -0.7141 0.101
H 0.1619 -4.1342 -2.3067 0.123
H 0.4536 -2.0468 -1.1140 0.119
H 1.6115 -2.1385 -2.4500 0.121
H 3.6249 -1.5270 -1.9817 0.093
H 4.2504 -1.5532 -0.3249 0.096
H 2.9703 -0.3968 -0.7591 0.061
C 1.5868 2.3441 -0.0452 -0.116
O 2.5001 3.1914 -0.7237 -0.199
C 3.2302 2.5259 -1.7513 -0.186
C 3.3055 3.3799 -3.0251 -0.166
O 2.0651 3.5373 -3.7264 -0.125
C 1.0411 4.3013 -3.0758 -0.170
C 1.3471 5.7934 -2.9012 -0.182
O 2.3817 5.9976 -1.9388 -0.207
C 3.3518 6.9513 -2.3460 -0.103
H 2.1166 1.7456 0.6998 0.085
H 0.8514 2.9755 0.4636 0.090
H 1.0414 1.6964 -0.7390 0.082
H 2.7835 1.5539 -1.9946 0.105
H 4.2414 2.3564 -1.3721 0.127
H 3.9753 2.8679 -3.7299 0.127
H 3.7636 4.3445 -2.8290 0.102
H 0.7548 3.8367 -2.1323 0.105
H 0.1619 4.2203 -3.7249 0.126
H 0.4536 6.3078 -2.5322 0.125
H 1.6115 6.2160 -3.8682 0.120
H 3.6249 6.8275 -3.3999 0.084
H 4.2504 6.8014 -1.7431 0.089
H 2.9703 7.9578 -2.1773 0.087
C 8.7849 5.6064 -3.1787 -0.110
O 8.4669 5.4451 -4.5517 -0.204
C 7.0864 5.1755 -4.7831 -0.187
C 6.5466 5.9989 -5.9612 -0.167
O 6.4409 7.4082 -5.7209 -0.131
C 7.6659 8.1353 -5.5589 -0.168
C 8.5456 8.2253 -6.8113 -0.183
O 9.1150 6.9562 -7.1328 -0.207
C 9.0517 6.6428 -8.5164 -0.110
H 8.8818 4.6284 -2.7013 0.086
H 9.7431 6.1314 -3.1114 0.091
H 8.0385 6.2144 -2.6576 0.084
H 6.4828 5.3837 -3.8910 0.112
H 6.9995 4.1116 -5.0186 0.123
H 5.5207 5.6601 -6.1617 0.126
H 7.1061 5.8030 -6.8709 0.105
H 8.2250 7.7616 -4.7012 0.107
H 7.3651 9.1555 -5.2950 0.127
H 9.3747 8.9160 -6.6253 0.126
H 7.9511 8.6168 -7.6341 0.118
H 8.0827 6.9143 -8.9498 0.086
H 9.1823 5.5638 -8.6271 0.089
H 9.8526 7.1574 -9.0462 0.086